# 1
A molecular structure, C20H16BClMgN8O4. Source: the OMol25 dataset; level of theory: the ωB97M-V functional and the def2-TZVPD basis.

Properties
**Relative energy (zero: lowest compared OMol25 entry of this formula, charge and spin)**: 0.0 kcal/mol
**Kohn-Sham gap**: 9.7 eV

Element x y z (Å)
Mg: -0.00232 -0.27552 -0.00912
C: 1.29092 1.15592 -3.84199
C: 1.43748 0.20513 -2.83782
N: 0.76228 0.55903 -1.75059
N: 0.16823 1.74352 -2.03117
C: 0.47009 2.11312 -3.27860
B: -0.76358 2.45141 -1.00071
N: -2.03059 1.57942 -0.77086
C: -3.29196 1.84021 -1.12488
C: -4.08791 0.77299 -0.76249
C: -3.19974 -0.12683 -0.18551
N: -1.96592 0.36054 -0.18281
N: -0.00103 2.60035 0.32727
C: 0.35416 3.70769 0.98993
C: 1.04189 3.33960 2.12645
C: 1.06438 1.94646 2.07472
N: 0.43624 1.50883 0.99446
H: 1.72005 1.15215 -4.82538
H: 1.99735 -0.71559 -2.84596
H: 0.09643 3.04050 -3.67468
H: -1.08954 3.51907 -1.42872
H: -3.53930 2.77356 -1.59850
H: -5.14627 0.66185 -0.90235
H: -3.39371 -1.09800 0.24129
H: 0.08768 4.67712 0.61045
H: 1.47105 3.98130 2.87272
H: 1.50126 1.23911 2.75960
O: 1.44990 -5.91333 0.46690
C: 0.49028 -5.91220 -0.44192
O: 0.08699 -6.92335 -0.95780
C: -0.08552 -4.58358 -0.81841
C: -1.06632 -4.39086 -1.77840
Cl: -1.82597 -5.53855 -2.76868
N: -1.31985 -3.06749 -1.87598
N: -0.54325 -2.38320 -1.01241
C: 0.18668 -3.27673 -0.36806
C: 1.11916 -2.76475 0.70230
O: 1.94642 -3.53166 1.18625
O: 0.95739 -1.54665 1.01741
C: -2.20165 -2.35649 -2.74400
C: -3.42000 -2.89512 -3.12307
C: -4.25206 -2.16493 -3.95868
C: -3.87913 -0.90850 -4.41214
C: -2.65868 -0.37911 -4.01700
C: -1.81963 -1.09729 -3.18376
H: 1.70752 -4.98567 0.75850
H: -3.74801 -3.85923 -2.75903
H: -5.20279 -2.58999 -4.24833
H: -4.53320 -0.34856 -5.06493
H: -2.34420 0.59758 -4.36051
H: -0.86254 -0.69209 -2.89874

# 2
A molecular structure, C20H16ClN4O3S2Tl. Source: the OMol25 dataset; level of theory: the ωB97M-V functional and the def2-TZVPD basis.

Properties
**Net charge**: -2
**Kohn-Sham gap**: 5.4 eV

Element x y z (Å)
Tl: -0.10776 1.19510 -0.64787
O: -1.21566 5.76134 0.16149
C: -1.15312 4.51994 -0.03730
N: -0.11265 3.79203 -0.36374
C: 1.09867 4.56185 -0.46158
C: 2.36883 3.75948 -0.30078
C: 3.56956 4.43402 -0.05465
C: 4.74141 3.71624 0.06629
C: 4.70012 2.33311 -0.06177
C: 3.47235 1.74742 -0.30721
N: 2.34281 2.43838 -0.42646
C: -2.46630 3.75468 0.11003
C: -3.58847 4.43669 0.57514
C: -4.79434 3.76548 0.66042
C: -4.85581 2.43324 0.27472
C: -3.68648 1.82800 -0.15710
N: -2.52485 2.46903 -0.23130
H: 1.11151 5.37726 0.27179
H: 1.16782 5.06213 -1.44332
H: 3.56151 5.51278 0.04829
H: 5.67826 4.22409 0.26728
H: 5.59052 1.72611 0.03724
H: 3.37565 0.67037 -0.40533
H: -3.46966 5.47472 0.85060
H: -5.68090 4.27156 1.02624
H: -5.78092 1.87250 0.30954
H: -3.66920 0.78132 -0.44586
O: -3.14433 -6.19729 0.14433
S: -2.23864 -5.61637 -0.82142
O: -2.64507 -5.71516 -2.20490
N: -1.80905 -4.11635 -0.41579
C: -0.51481 -4.00756 -0.12484
S: 0.30549 -2.63191 0.34125
C: 0.21785 -5.32987 -0.25828
C: 1.56699 -5.59167 -0.08363
C: 2.02943 -6.87913 -0.32449
C: 1.15792 -7.89186 -0.72744
C: -0.19650 -7.63060 -0.88968
C: -0.63304 -6.34259 -0.64256
H: 2.22077 -4.78488 0.22364
H: 3.08455 -7.10020 -0.21082
H: 1.54210 -8.88610 -0.92455
H: -0.88812 -8.40403 -1.19978
Cl: 1.47280 1.76824 2.64870
C: -0.07936 1.24048 1.78674
H: -0.83123 1.94087 2.15812
H: -0.29065 0.25715 2.21059

# 3
A molecular structure, C20H16F5N5OSSeSr in a non-equilibrium geometry. Source: the OMol25 dataset; level of theory: the ωB97M-V functional and the def2-TZVPD basis.

Properties
**⟨S²⟩**: 0.75
**Net charge**: -1
**Kohn-Sham gap (alpha / beta)**: 3.5 / 6.8 eV
**2S+1**: 2

Element x y z (Å)
Sr: -2.17323 1.84593 -2.14814
O: -1.45075 -0.12866 -2.83666
N: -0.21334 -0.58847 -3.04589
C: 0.00142 -1.90673 -2.84704
C: 1.23176 -2.45990 -3.04143
C: 2.27684 -1.61745 -3.43308
C: 2.04020 -0.28215 -3.61966
C: 0.76232 0.28715 -3.42998
S: 0.41340 1.95258 -3.67341
H: -0.86665 -2.45289 -2.51663
H: 1.37436 -3.51325 -2.85100
H: 3.27382 -2.01472 -3.57696
H: 2.82892 0.39634 -3.90949
F: 5.47740 -3.73045 2.21532
C: 4.30432 -3.18586 1.85668
C: 4.26303 -1.98442 1.18000
F: 5.41295 -1.36225 0.87506
C: 3.04616 -1.43239 0.82039
F: 3.09809 -0.26536 0.16531
C: 1.81891 -2.03028 1.10438
Se: 0.15962 -1.26314 0.58791
C: 1.91219 -3.24446 1.78099
F: 0.80757 -3.93246 2.11238
C: 3.11475 -3.81686 2.15609
F: 3.13887 -4.98882 2.81267
N: -0.89577 1.96477 1.54944
C: -0.43135 3.15504 1.06970
C: -0.05154 4.18243 1.95616
C: 0.41052 5.36689 1.44233
C: 0.51016 5.52860 0.06063
C: 0.11024 4.47371 -0.72815
N: -0.37574 3.31799 -0.25756
H: -0.70222 1.75901 2.51550
H: -0.73651 1.14774 0.96687
H: -0.10730 4.01437 3.02441
H: 0.71084 6.16382 2.11240
H: 0.88462 6.43816 -0.38566
H: 0.17757 4.53753 -1.80940
C: -3.11409 -1.83706 -0.49809
C: -3.63307 -0.93672 0.56547
N: -3.69648 0.37778 0.51222
C: -4.23513 0.77989 1.71774
C: -4.48605 -0.29496 2.50680
N: -4.09884 -1.38602 1.75760
H: -2.74987 -1.19935 -1.29895
H: -3.88965 -2.50259 -0.88358
H: -2.27089 -2.42149 -0.12653
H: -4.39169 1.82241 1.94175
H: -4.88491 -0.38675 3.50152
H: -4.10576 -2.34622 2.04958

# 4
A molecular structure, C20H16N6O2S2Sn. Source: the OMol25 dataset; level of theory: the ωB97M-V functional and the def2-TZVPD basis.

Properties
**Net charge**: +2
**Kohn-Sham gap**: 7.4 eV

Element x y z (Å)
Sn: -0.43440 0.08744 0.24257
C: 0.47298 0.84465 5.27541
S: 1.12409 2.05698 4.11035
C: 0.22356 1.76427 2.65948
S: -1.01582 0.48166 2.59922
N: 0.51001 2.54688 1.65748
N: -0.25799 2.22033 0.55788
C: -1.17985 2.98172 0.12343
C: -2.22877 2.38518 -0.71972
C: -3.16692 3.14469 -1.38518
C: -4.20720 2.49186 -2.04325
C: -4.27914 1.11281 -1.99077
C: -3.30094 0.41246 -1.29498
N: -2.29978 1.03483 -0.67768
H: 1.05938 1.00757 6.17864
H: 0.62512 -0.17265 4.92735
H: -0.57393 1.03230 5.49973
H: -1.26815 4.00142 0.48994
H: -3.09397 4.22407 -1.38282
H: -4.95726 3.06204 -2.57454
H: -5.08463 0.57176 -2.46667
H: -3.33067 -0.66777 -1.21432
O: -0.36345 -3.98733 0.09799
C: -0.12318 -2.82518 0.19008
N: -0.77789 -1.78225 -0.49810
C: -0.89698 -1.89161 -1.88998
O: -1.27115 -2.84958 -2.49562
C: -0.34823 -0.67512 -2.62175
C: -0.28918 -0.66454 -3.99953
C: 0.32166 0.41212 -4.62990
C: 0.85188 1.43901 -3.86291
C: 0.74368 1.37027 -2.48676
N: 0.15380 0.33185 -1.88353
C: 1.04306 -2.31741 1.02501
C: 1.81360 -3.20606 1.74312
C: 2.93358 -2.72694 2.41161
C: 3.24569 -1.37801 2.33861
C: 2.42235 -0.53670 1.61429
N: 1.34824 -1.00389 0.96423
H: -0.69995 -1.50265 -4.54534
H: 0.39353 0.44267 -5.70894
H: 1.35011 2.28253 -4.31898
H: 1.14049 2.14776 -1.84626
H: 1.53361 -4.25027 1.75162
H: 3.55907 -3.40310 2.97902
H: 4.11488 -0.97273 2.83658
H: 2.61615 0.52616 1.54705

# 5
A single C20H16N8 molecule in a non-equilibrium geometry. Source: the OMol25 dataset; level of theory: the ωB97M-V functional and the def2-TZVPD basis.

Properties
**Relative energy (zero: lowest compared OMol25 entry of this formula, charge and spin)**: 31.0 kcal/mol
**SMILES**: Cc1nc(N)nc(-c2c(Nc3ccc4ncccc4c3)nc3ccccn23)n1
**Kohn-Sham gap**: 7.7 eV

Element x y z (Å)
N: 1.46887 1.37804 -0.95120
N: -0.60342 -0.43677 2.25194
N: -0.68352 1.81352 2.96179
N: -2.24825 0.29082 3.67211
N: -1.16068 -2.92776 -5.18681
C: 2.13546 2.30300 -0.18402
C: 3.05526 3.32986 -0.52321
C: 3.63333 4.16606 0.45964
C: 3.15568 4.04984 1.82707
C: 2.22833 3.02550 2.09862
C: 0.78546 1.24301 1.17461
C: 0.66865 0.65208 -0.09085
C: -0.14436 0.81688 2.21711
C: -1.62471 -0.64169 3.00217
C: -1.82801 1.52335 3.61574
C: -0.91118 -4.25250 -5.24532
C: -0.89568 -0.27647 -2.65792
C: -0.19714 -5.02215 -4.31503
C: -0.33858 -0.94089 -1.54787
C: -1.13570 -1.02399 -3.77957
C: 0.27370 -4.39748 -3.15966
C: 0.08907 -2.30651 -1.70191
C: -0.82477 -2.39900 -3.97696
C: -0.08797 -3.01498 -2.89185
N: 1.74560 2.22048 1.10901
N: -1.97616 -1.82945 3.07136
N: -0.26766 -0.28950 -0.38810
C: -2.50531 2.52139 4.48721
H: 3.39921 3.42801 -1.51399
H: 4.28052 5.11045 0.32061
H: 3.69154 4.52851 2.66960
H: 1.81878 2.78036 3.10641
H: -1.22177 -4.90025 -6.08024
H: -1.09089 0.82312 -2.58451
H: 0.15482 -6.04121 -4.56187
H: -1.68829 -0.44591 -4.57049
H: 0.63812 -5.06788 -2.38074
H: 0.50900 -2.86691 -0.89635
H: -2.17849 -2.02892 4.09411
H: -1.34544 -2.43024 2.58970
H: -0.65520 -0.75900 0.44718
H: -3.42057 2.09772 4.94733
H: -1.81354 2.81294 5.18378
H: -2.88413 3.38457 3.88130